Formula: C10H18Cl2N2STl
Source: the Open Molecules 2025 dataset
Level of theory: wB97M-V/def2-TZVPD

Values from the calculation:
- ΔE to the lowest compared entry with this formula, charge and spin: 0.0 kcal per mole
- Orbital gap (alpha / beta): 4.85 / 4.85 eV

ORCA input file:
```
! wB97M-V def2-TZVPD RIJCOSX def2/J DEFGRID3
* xyz -1 1
Tl -0.84467 0.43848 1.16381
Cl 0.02982 2.42820 2.37932
Cl -2.10353 -1.71523 1.61060
C -2.63937 1.10094 0.24432
H -3.46004 0.39409 0.02786
H -2.92560 2.05495 0.74477
C -0.62503 0.48721 -1.44656
C -1.74261 1.25245 -1.12256
H -0.47292 -0.56489 -1.14230
C -1.43458 2.82808 -1.21649
H -2.38742 0.89079 -1.88766
C -0.83396 3.19860 -2.57890
H -2.42007 3.27440 -1.03744
H -0.72312 3.15723 -0.43926
C 0.46071 2.42299 -2.66629
H -1.52374 2.90921 -3.38068
H -0.77611 4.29567 -2.66935
C 0.02476 0.95744 -2.69762
H 1.01798 2.68643 -3.54630
H 1.07166 2.63915 -1.80193
H -0.78870 0.94387 -3.43211
H 0.82326 0.27669 -2.97646
S 1.56932 -0.91576 0.71290
C 1.41070 -2.39968 1.50197
N 0.63693 -2.65532 2.57865
C 0.31334 -4.06263 2.69516
C 1.29104 -4.72847 1.72792
N 1.97752 -3.59098 1.13438
H -0.04878 -1.96052 2.90289
H -0.73193 -4.24773 2.40450
H 0.46118 -4.38793 3.72952
H 0.77150 -5.31803 0.96244
H 1.98703 -5.37733 2.26345
H 2.55074 -3.66895 0.30119
*
```